{"formula": "C3H8N4S", "method": "ωB97M-V/def2-TZVPD", "lumo_energy_ev": 0.635, "total_energy_ev": -20035.616, "gap_ev": 9.06, "e_homo_ev": -8.43, "relative_energy_kcal_mol": 14.32, "smiles": "[H]/N=C(\\N)N(N)C(C)=S", "total_charge": 0, "symbols": ["H", "N", "C", "N", "N", "N", "C", "C", "S", "H", "H", "H", "H", "H", "H", "H"], "xyz": [[-0.522, -2.709, 0.080], [-0.476, -1.746, -0.307], [-0.191, -0.904, 0.613], [0.107, -1.172, 1.913], [-0.077, 0.466, 0.271], [-0.372, 1.303, 1.381], [0.163, 1.021, -0.941], [0.477, 0.120, -2.103], [0.077, 2.637, -1.128], [-0.180, -2.075, 2.320], [-0.058, -0.407, 2.529], [-1.154, 1.867, 1.102], [0.460, 1.922, 1.552], [0.682, 0.792, -3.003], [-0.344, -0.567, -2.312], [1.406, -0.548, -1.967]], "lowdin_charge": [0.066, 0.118, -0.497, 0.128, -0.148, 0.027, -0.828, -0.141, 0.686, 0.118, 0.062, 0.059, 0.108, 0.076, 0.058, 0.109]}

=====

{"formula": "C12H16N5O6Pd", "method": "ωB97M-V/def2-TZVPD", "lumo_energy_ev": [1.535, -0.605], "total_energy_ev": -35915.322, "gap_ev": [5.80, 3.66], "multiplicity": 3, "e_homo_ev": [-4.26, -4.26], "relative_energy_kcal_mol": 22.89, "total_charge": -1, "symbols": ["Pd", "C", "C", "C", "O", "C", "O", "O", "H", "H", "H", "H", "H", "H", "H", "C", "C", "N", "O", "C", "C", "N", "O", "H", "H", "H", "H", "H", "H", "H", "N", "C", "O", "C", "C", "N", "C", "N", "H", "H"], "xyz": [[0.512, 0.363, -1.807], [3.048, 1.643, 0.834], [2.876, 1.921, -0.644], [4.010, 2.540, -1.384], [2.636, 0.690, -1.508], [1.674, 2.799, -0.907], [1.851, 4.055, -0.829], [0.538, 2.364, -1.209], [3.670, 0.709, 1.012], [2.094, 1.560, 1.379], [3.623, 2.529, 1.219], [4.887, 1.890, -1.313], [4.201, 3.582, -1.091], [3.681, 2.626, -2.379], [2.930, -0.174, -1.125], [-3.569, -0.898, -1.376], [-2.092, -0.717, -1.437], [-1.490, 0.433, -1.385], [-2.270, 1.580, -1.206], [-1.229, -1.869, -1.625], [-1.529, -3.273, -1.256], [0.038, -1.501, -1.879], [0.884, -2.374, -2.163], [-4.040, -0.046, -1.855], [-3.919, -0.921, -0.313], [-3.816, -1.847, -1.754], [-1.574, 2.284, -1.174], [-2.410, -3.311, -0.595], [-0.604, -3.743, -0.882], [-1.690, -3.894, -2.147], [-0.687, -1.511, 1.601], [-0.918, -0.413, 2.388], [-0.598, 0.734, 2.040], [-1.586, -0.701, 3.694], [-2.003, 0.346, 4.510], [-2.310, 1.236, 5.199], [-1.921, -1.947, 4.108], [-2.257, -3.054, 4.382], [-0.075, -1.290, 0.793], [-0.568, -2.401, 2.084]], "lowdin_charge": [0.918, 0.005, -0.486, -0.041, -0.170, -0.621, -0.005, -0.123, 0.104, 0.089, 0.110, 0.095, 0.099, 0.077, 0.110, 0.001, -0.274, -0.059, 0.029, -0.238, -0.022, -0.272, -0.049, 0.086, 0.122, 0.058, 0.108, 0.097, 0.090, 0.094, 0.137, -0.532, -0.008, -0.258, -0.279, 0.091, -0.326, 0.067, 0.086, 0.092]}

=====

{"formula": "C24H23F3NO4P", "method": "ωB97M-V/def2-TZVPD", "lumo_energy_ev": -2.206, "total_energy_ev": -52375.566, "gap_ev": 6.82, "e_homo_ev": -9.03, "smiles": "N=[PH2]C1=C(CCO)C(=O)OC1=O.Fc1ccccc1.Fc1ccccc1.Fc1ccccc1", "total_charge": 0, "symbols": ["N", "P", "C", "C", "C", "C", "O", "C", "O", "O", "C", "O", "H", "H", "H", "H", "H", "H", "H", "H", "F", "C", "C", "C", "C", "C", "C", "H", "H", "H", "H", "H", "F", "C", "C", "C", "C", "C", "C", "H", "H", "H", "H", "H", "F", "C", "C", "C", "C", "C", "C", "H", "H", "H", "H", "H"], "xyz": [[-2.486, -2.325, 2.820], [-1.847, -2.906, 1.447], [-1.606, -1.544, 0.138], [-0.449, -0.624, 0.062], [0.902, -0.397, 0.936], [1.320, -1.585, 1.973], [2.506, -1.088, 2.744], [-0.710, 0.410, -1.226], [0.053, 1.448, -1.643], [-1.974, -0.009, -1.860], [-2.613, -1.109, -1.102], [-3.808, -1.686, -1.276], [-2.622, -1.288, 2.757], [-0.606, -3.586, 1.714], [-2.762, -3.889, 0.886], [0.856, 0.671, 1.466], [1.803, -0.296, 0.159], [0.446, -1.647, 2.785], [1.523, -2.625, 1.463], [2.426, -0.085, 2.883], [-1.275, 1.311, 3.879], [-2.348, 1.956, 3.402], [-2.176, 3.145, 2.703], [-3.293, 3.814, 2.202], [-4.571, 3.291, 2.415], [-4.733, 2.099, 3.123], [-3.615, 1.425, 3.614], [-1.177, 3.541, 2.554], [-3.169, 4.741, 1.647], [-5.442, 3.815, 2.028], [-5.728, 1.696, 3.291], [-3.722, 0.492, 4.158], [4.140, -4.331, 0.861], [5.307, -3.725, 1.119], [5.621, -3.374, 2.427], [6.838, -2.748, 2.696], [7.723, -2.469, 1.652], [7.396, -2.821, 0.341], [6.184, -3.457, 0.074], [4.918, -3.591, 3.224], [7.097, -2.477, 3.717], [8.670, -1.977, 1.862], [8.085, -2.599, -0.471], [5.918, -3.745, -0.938], [-4.286, 3.038, -7.419], [-3.276, 2.777, -6.579], [-3.541, 2.159, -5.362], [-2.488, 1.883, -4.489], [-1.183, 2.238, -4.838], [-0.928, 2.862, -6.060], [-1.979, 3.128, -6.938], [-4.562, 1.899, -5.103], [-2.684, 1.393, -3.538], [-0.363, 2.026, -4.155], [0.088, 3.141, -6.329], [-1.798, 3.605, -7.896]], "lowdin_charge": [-0.324, 0.737, -0.152, -0.046, -0.123, -0.235, -0.147, -0.151, 0.017, 0.004, -0.200, 0.023, -0.049, -0.004, 0.016, 0.147, 0.151, 0.119, 0.129, 0.107, 0.052, -0.299, -0.023, -0.081, -0.095, -0.078, -0.025, 0.114, 0.106, 0.102, 0.108, 0.114, 0.054, -0.292, -0.017, -0.081, -0.099, -0.086, -0.021, 0.117, 0.105, 0.100, 0.104, 0.114, 0.060, -0.293, -0.013, -0.073, -0.090, -0.083, -0.023, 0.116, 0.083, 0.085, 0.104, 0.114]}

=====

{"formula": "C57H45BN5O6V", "method": "ωB97M-V/def2-TZVPD", "lumo_energy_ev": [2.044, 1.863], "total_energy_ev": -105940.901, "gap_ev": [5.17, 5.29], "multiplicity": 4, "e_homo_ev": [-3.13, -3.42], "total_charge": -1, "symbols": ["V", "C", "O", "C", "C", "C", "C", "C", "C", "C", "C", "C", "C", "C", "N", "C", "C", "C", "C", "C", "C", "C", "C", "C", "C", "O", "C", "C", "C", "C", "N", "C", "C", "C", "C", "C", "C", "O", "C", "C", "C", "C", "C", "C", "C", "N", "C", "C", "N", "C", "C", "C", "C", "O", "C", "C", "C", "H", "H", "H", "H", "H", "H", "H", "H", "H", "H", "H", "H", "H", "H", "H", "H", "H", "H", "H", "H", "H", "H", "H", "H", "H", "H", "H", "H", "H", "H", "H", "H", "H", "H", "H", "H", "C", "C", "C", "N", "H", "H", "H", "H", "H", "O", "B", "O", "C", "C", "C", "C", "C", "C", "H", "H", "H", "H"], "xyz": [[16.334, 13.627, 16.016], [12.070, 22.677, 15.597], [12.571, 21.913, 14.530], [12.967, 20.635, 14.863], [13.413, 19.870, 13.780], [13.922, 18.613, 14.005], [13.954, 18.084, 15.276], [13.407, 18.800, 16.328], [12.926, 20.092, 16.144], [14.626, 16.766, 15.531], [16.067, 16.785, 15.447], [16.914, 17.824, 15.089], [18.190, 17.261, 15.006], [18.103, 15.930, 15.384], [16.804, 15.659, 15.665], [19.058, 14.816, 15.176], [19.320, 13.831, 16.211], [20.551, 13.370, 16.696], [20.239, 12.517, 17.762], [18.839, 12.378, 17.757], [17.977, 11.544, 18.506], [18.452, 10.904, 19.751], [17.823, 11.306, 20.945], [18.172, 10.788, 22.160], [19.221, 9.864, 22.260], [19.683, 9.439, 23.464], [18.819, 9.706, 24.560], [19.861, 9.416, 21.112], [19.475, 9.952, 19.878], [16.635, 11.352, 18.189], [15.838, 12.077, 17.258], [14.556, 11.602, 17.346], [13.391, 12.253, 16.773], [12.215, 11.392, 16.687], [12.167, 10.410, 15.707], [11.119, 9.562, 15.577], [10.026, 9.667, 16.407], [9.021, 8.777, 16.145], [7.902, 8.625, 16.997], [10.026, 10.631, 17.418], [11.131, 11.476, 17.555], [13.343, 13.546, 16.325], [12.101, 14.286, 15.998], [12.461, 15.555, 15.736], [13.921, 15.646, 15.779], [14.409, 14.386, 16.156], [14.544, 10.462, 18.261], [15.787, 10.361, 18.784], [18.300, 13.209, 16.801], [19.214, 14.372, 13.847], [19.596, 13.063, 13.555], [19.600, 12.549, 12.271], [19.260, 13.397, 11.221], [19.211, 13.042, 9.866], [19.186, 11.643, 9.653], [18.790, 14.660, 11.494], [18.768, 15.139, 12.771], [11.705, 23.598, 15.131], [12.859, 22.914, 16.321], [11.240, 22.183, 16.093], [13.355, 20.332, 12.788], [14.300, 18.025, 13.179], [13.321, 18.363, 17.304], [12.621, 20.692, 17.006], [16.576, 18.854, 14.961], [19.106, 17.730, 14.718], [21.512, 13.753, 16.407], [20.887, 11.995, 18.447], [17.026, 12.023, 20.884], [17.679, 11.146, 23.038], [19.289, 9.240, 25.433], [17.813, 9.305, 24.458], [18.698, 10.755, 24.769], [20.698, 8.721, 21.188], [19.953, 9.583, 19.001], [13.000, 10.307, 15.011], [11.056, 8.844, 14.776], [7.361, 7.770, 16.570], [7.264, 9.511, 16.986], [8.202, 8.403, 18.026], [9.149, 10.793, 18.066], [11.127, 12.239, 18.327], [11.128, 13.845, 16.006], [11.770, 16.349, 15.525], [13.686, 9.896, 18.550], [15.995, 9.631, 19.564], [19.800, 12.363, 14.377], [19.909, 11.542, 12.092], [19.241, 11.453, 8.586], [18.263, 11.216, 10.074], [20.033, 11.121, 10.151], [18.430, 15.247, 10.671], [18.392, 16.128, 12.961], [18.686, 8.615, 12.366], [17.633, 8.703, 13.481], [18.038, 9.507, 14.663], [18.380, 10.094, 15.593], [18.335, 7.975, 11.560], [19.579, 8.147, 12.776], [18.929, 9.630, 12.035], [17.413, 7.696, 13.854], [16.704, 9.114, 13.111], [15.778, 11.997, 13.067], [15.922, 13.146, 13.899], [15.625, 14.230, 13.050], [15.316, 13.788, 11.819], [14.998, 14.518, 10.704], [14.724, 13.796, 9.540], [14.788, 12.406, 9.532], [15.147, 11.659, 10.677], [15.401, 12.397, 11.818], [14.913, 15.571, 10.732], [14.342, 14.346, 8.680], [14.574, 11.837, 8.643], [15.143, 10.586, 10.709]], "lowdin_charge": [0.992, -0.113, -0.099, -0.278, -0.002, -0.030, -0.206, -0.016, -0.022, -0.073, -0.252, -0.031, -0.078, -0.270, 0.031, -0.049, -0.317, -0.034, -0.019, -0.274, -0.080, -0.172, -0.022, -0.023, -0.293, -0.077, -0.101, 0.001, -0.012, -0.229, 0.014, -0.186, -0.121, -0.233, -0.017, -0.019, -0.291, -0.106, -0.092, -0.015, -0.028, -0.228, 0.008, 0.000, -0.227, 0.011, -0.012, -0.031, 0.052, -0.191, -0.003, -0.014, -0.259, -0.094, -0.105, -0.008, -0.001, 0.091, 0.096, 0.085, 0.122, 0.126, 0.119, 0.103, 0.105, 0.094, 0.096, 0.092, 0.124, 0.091, 0.093, 0.095, 0.077, 0.116, 0.108, 0.131, 0.118, 0.091, 0.086, 0.090, 0.108, 0.121, 0.095, 0.105, 0.096, 0.116, 0.112, 0.074, 0.085, 0.086, 0.083, 0.119, 0.108, -0.086, -0.215, -0.182, 0.210, 0.072, 0.076, 0.046, 0.111, 0.097, 0.097, -0.397, 0.116, -0.230, 0.005, -0.099, -0.104, -0.005, -0.217, 0.105, 0.096, 0.086, 0.103]}

=====

One value per record, in order, for max |F|: 0.042; 0.099; 0.191; 0.043 Eh/bohr.